[1]
{
  "formula": "C17H31Cl2N4SeSiTeV",
  "method": "ωB97M-V/def2-TZVPD",
  "species": ["V", "C", "C", "C", "C", "C", "C", "N", "N", "Si", "C", "C", "C", "H", "H", "H", "H", "H", "H", "H", "H", "H", "H", "H", "H", "H", "H", "H", "Cl", "C", "Cl", "H", "H", "C", "N", "C", "C", "N", "C", "C", "Se", "H", "H", "H", "H", "H", "H", "H", "H", "C", "Te", "C", "H", "H", "H", "H", "H", "H"],
  "xyz": [[-0.2871, -1.2756, -0.2691], [0.9164, 0.5170, -3.3796], [0.0499, 1.2367, -2.3866], [-0.3088, 2.5599, -2.5363], [-1.0989, 3.1472, -1.5419], [-1.5101, 2.4259, -0.4507], [-1.1263, 1.0704, -0.3477], [-0.3561, 0.5218, -1.3335], [-1.4260, 0.1983, 0.6208], [-2.4015, 0.4881, 2.0279], [-1.6026, 1.7908, 3.1278], [-4.1518, 1.0191, 1.5665], [-2.4256, -1.1500, 2.9420], [0.6635, 0.7879, -4.4041], [0.8042, -0.5629, -3.2688], [1.9717, 0.7678, -3.2292], [0.0151, 3.1214, -3.3992], [-1.3907, 4.1852, -1.6354], [-2.1199, 2.8781, 0.3173], [-1.7011, 2.8000, 2.7266], [-0.5398, 1.5855, 3.2555], [-2.0696, 1.7914, 4.1142], [-4.4844, 1.8746, 2.1532], [-4.8779, 0.2223, 1.7282], [-4.2116, 1.3065, 0.5159], [-1.4139, -1.4753, 3.1964], [-2.8980, -1.9334, 2.3430], [-2.9832, -1.0809, 3.8749], [1.1215, -3.1810, -1.4120], [0.6410, -4.2830, -0.0738], [-0.2834, -3.4192, 1.1754], [1.5518, -4.6646, 0.3737], [0.0086, -5.0529, -0.5023], [3.6385, -0.8756, -1.1292], [4.1099, -0.2033, 0.0605], [5.3904, 0.2749, 0.2441], [5.4243, 0.8477, 1.4644], [4.1690, 0.7198, 2.0155], [3.8019, 1.2069, 3.3318], [3.3628, 0.0675, 1.1513], [1.5771, -0.3198, 1.5013], [4.2122, -0.5171, -1.9816], [2.5840, -0.6338, -1.2656], [3.7573, -1.9529, -1.0283], [6.1464, 0.1673, -0.5108], [6.2221, 1.3401, 1.9880], [4.0823, 0.4773, 4.0909], [2.7262, 1.3629, 3.3562], [4.3178, 2.1482, 3.5048], [-4.0860, -1.0779, -1.3809], [-2.4243, -2.3462, -1.6965], [-2.0557, -1.6513, -3.6653], [-3.7790, -0.0480, -1.5416], [-4.4220, -1.2032, -0.3566], [-4.8711, -1.3720, -2.0712], [-2.8804, -1.9456, -4.3079], [-1.1376, -2.1126, -4.0221], [-1.9417, -0.5704, -3.6399]],
  "forces_ev_per_a": [[0.400, 0.311, 0.232], [0.139, 0.058, -0.078], [0.048, 0.037, -0.212], [0.018, -0.124, 0.018], [-0.001, 0.009, -0.004], [-0.017, 0.056, -0.066], [-0.184, 0.371, -0.032], [-0.027, -0.025, 0.188], [-0.187, -0.240, -0.020], [0.183, 0.105, 0.229], [-0.166, -0.126, -0.103], [0.110, -0.020, -0.019], [-0.008, 0.035, -0.133], [-0.005, 0.019, 0.006], [-0.005, 0.010, -0.004], [-0.096, -0.007, -0.001], [0.021, 0.010, -0.037], [-0.004, 0.024, -0.006], [-0.020, -0.005, 0.051], [-0.001, 0.027, -0.056], [0.060, -0.048, 0.000], [-0.028, -0.005, 0.050], [0.016, 0.055, 0.078], [-0.017, -0.087, 0.008], [0.005, 0.037, -0.036], [0.062, 0.029, 0.005], [-0.009, -0.022, -0.034], [-0.061, 0.033, 0.072], [-0.097, -0.135, 0.195], [0.049, -0.038, -0.059], [0.029, -0.146, -0.049], [-0.071, -0.044, -0.025], [0.069, -0.008, 0.053], [-0.074, 0.035, -0.029], [-0.144, 0.154, 0.202], [0.112, 0.102, 0.149], [0.197, -0.020, -0.172], [-0.009, -0.128, -0.307], [-0.095, -0.016, 0.058], [-0.166, -0.119, 0.028], [-0.047, -0.032, -0.047], [-0.027, -0.039, 0.000], [0.098, -0.017, -0.020], [-0.004, -0.019, -0.035], [0.056, 0.018, -0.003], [0.047, 0.016, -0.001], [-0.036, 0.045, 0.017], [0.049, 0.023, 0.038], [-0.012, -0.012, 0.054], [0.032, 0.081, 0.022], [-0.217, -0.288, -0.140], [0.063, 0.015, -0.044], [0.010, 0.021, -0.006], [-0.008, -0.017, 0.039], [-0.016, 0.030, -0.002], [-0.006, 0.023, 0.009], [0.003, -0.005, -0.014], [-0.013, 0.004, -0.007]],
  "lowdin_spin": [2.820, 0.003, 0.007, 0.006, 0.012, 0.005, 0.024, 0.008, 0.021, 0.003, 0.001, 0.000, 0.002, 0.000, 0.003, 0.000, 0.000, 0.001, 0.000, 0.000, 0.000, 0.000, 0.000, 0.000, 0.000, 0.001, 0.000, 0.000, 0.025, 0.015, 0.022, 0.001, 0.001, 0.003, 0.001, 0.001, 0.000, 0.001, 0.000, 0.001, 0.003, 0.000, 0.003, 0.000, 0.000, 0.000, 0.000, 0.000, 0.000, 0.004, -0.001, 0.006, 0.000, 0.000, 0.000, 0.000, 0.000, 0.000],
  "s2": 3.762,
  "spin_multiplicity": 4,
  "total_charge": 1,
  "lumo_energy_ev": [-2.37, -2.45],
  "de_lowest_kj_mol": 46.7,
  "e_tot_ha": -5708.62887,
  "homo_ev": [-9.70, -10.06]
}

***

[2]
{
  "formula": "C17H31F3O2P2Sn",
  "method": "ωB97M-V/def2-TZVPD",
  "species": ["P", "P", "C", "C", "H", "H", "H", "H", "C", "H", "H", "H", "C", "H", "H", "H", "C", "H", "H", "H", "C", "H", "H", "H", "Sn", "C", "C", "C", "C", "C", "C", "C", "C", "C", "H", "H", "H", "H", "H", "H", "H", "H", "H", "H", "H", "H", "H", "H", "H", "F", "C", "F", "F", "C", "O", "O"],
  "xyz": [[0.6112, -0.4674, -4.6116], [-1.5578, -2.7379, -3.6771], [0.5147, -2.0529, -5.5409], [-0.8895, -2.6867, -5.4324], [1.2520, -2.7557, -5.1185], [0.8067, -1.8498, -6.5836], [-1.6215, -2.1568, -6.0618], [-0.8815, -3.7442, -5.7530], [-0.4942, -4.0149, -2.9641], [-0.7486, -4.1755, -1.9122], [0.5732, -3.7639, -3.0434], [-0.6880, -4.9239, -3.5366], [-2.9438, -3.9001, -4.2384], [-2.4385, -4.7986, -4.6207], [-3.5519, -3.4722, -5.0523], [-3.6037, -4.1909, -3.4074], [2.0648, 0.4415, -5.2637], [2.5724, 0.9506, -4.4372], [1.7382, 1.2254, -5.9639], [2.7672, -0.2125, -5.7844], [-0.7085, 0.4624, -5.5380], [-1.7021, -0.0040, -5.3983], [-0.4078, 0.4470, -6.6093], [-0.7254, 1.4960, -5.1392], [1.8924, -1.4555, -2.7521], [-4.2597, -2.5136, -1.6535], [-2.8912, -2.4886, -1.6649], [-2.1622, -1.2553, -1.1762], [-2.4506, 0.0251, -2.0071], [-2.8626, -0.0654, -3.4284], [-3.4974, -1.0680, -4.1189], [-4.9103, -1.4259, -3.8423], [-5.1898, -1.5874, -2.3208], [3.1369, 0.0862, -1.9367], [-4.7022, -3.1481, -0.8902], [-2.4072, -3.4002, -1.2984], [-1.0813, -1.4007, -1.0933], [-2.4758, -1.0657, -0.1355], [-3.2185, 0.6464, -1.5187], [-1.5295, 0.6186, -1.9210], [-2.7832, 0.9161, -3.9180], [-3.2335, -1.2161, -5.1742], [-5.2275, -2.3296, -4.3874], [-5.5392, -0.6000, -4.2131], [-5.2411, -0.5936, -1.8244], [-6.1776, -2.0633, -2.2028], [2.5492, 0.7079, -1.2471], [3.5191, 0.6566, -2.7949], [3.9501, -0.4550, -1.4180], [2.6083, -2.5108, 2.2068], [2.5723, -1.7365, 1.0930], [2.8595, -0.4538, 1.4747], [3.6186, -2.1449, 0.3095], [1.1503, -1.8442, 0.4040], [0.1726, -1.6426, 1.0873], [1.1410, -2.1970, -0.8654]],
  "forces_ev_per_a": [[-1.705, 0.954, -2.135], [-2.284, -2.598, -1.589], [-0.063, -0.411, -0.224], [0.541, 1.153, -0.273], [-0.224, 0.380, -0.313], [-0.298, -0.191, 0.194], [0.267, -0.227, 0.137], [-0.012, 0.406, 0.285], [0.645, -0.018, 0.900], [0.355, -0.114, -0.208], [-0.411, -0.037, 0.152], [-0.016, 0.060, 0.030], [0.060, -0.134, 0.042], [-0.345, 0.238, 0.033], [0.327, -0.216, 0.300], [0.288, 0.038, -0.410], [0.331, 0.298, 0.059], [-0.026, -0.149, -0.331], [-0.031, -0.383, 0.198], [-0.028, 0.028, 0.130], [0.011, 0.071, 0.080], [0.807, 0.417, -0.444], [-0.424, 0.176, 0.647], [-0.072, -0.448, -0.424], [2.484, -1.524, 2.659], [-0.663, 0.558, 0.309], [2.038, -0.112, 1.188], [-0.275, 1.041, -0.301], [-0.033, -0.222, 0.730], [0.459, 1.283, 1.162], [-0.549, 0.524, -1.414], [-0.174, -1.364, 1.245], [-0.990, -0.148, -0.237], [-0.412, 0.045, -0.031], [-0.042, -0.731, -0.459], [-0.295, 0.186, 0.062], [-0.164, -0.371, -0.186], [0.040, -0.115, -0.301], [0.046, 0.052, 0.039], [-0.352, 0.300, -0.397], [0.715, -0.557, -0.398], [-0.224, 0.539, 0.133], [0.202, 0.369, 0.145], [0.322, -0.070, -0.064], [0.138, -0.473, -0.133], [0.145, 0.629, -0.075], [0.560, 0.046, -0.114], [0.115, 0.001, 0.662], [-0.399, 0.461, -0.214], [-0.299, 0.732, -1.088], [1.240, -0.075, 0.990], [-0.646, -1.199, -0.583], [-1.223, 0.317, 0.302], [0.103, 0.104, 0.076], [0.566, -0.052, -0.521], [-0.129, 0.536, -0.024]],
  "mulliken_charge": [0.965, 0.724, -1.237, -1.146, 0.459, 0.598, 0.452, 0.682, -1.056, 0.294, 0.225, 0.663, -1.571, 0.733, 0.357, 0.346, -1.214, 0.339, 0.442, 0.411, -1.588, 0.205, 0.493, 0.428, 0.759, -0.756, -0.277, 0.200, -1.242, -0.501, -0.713, -0.836, -0.853, -1.438, 0.458, 0.674, -0.586, 0.776, 0.541, 0.563, 0.921, 0.986, 0.381, 0.395, 0.392, 0.549, 0.372, 0.492, 0.366, -0.242, 0.758, -0.250, -0.225, 0.307, -0.533, -0.444],
  "total_charge": 2,
  "lumo_energy_ev": [-9.88, -9.78],
  "de_lowest_kj_mol": 518.5,
  "e_tot_ha": -2012.58265,
  "homo_ev": [-13.37, -13.41]
}